[1]
40
Properties=species:S:1:pos:R:3:forces:R:3 method="wB97M-V/def2-TZVPD" e_tot_ev=-26578.832 lumo_energy_ev=0.42 smiles="Cc1ccccc1C(=O)NCC(=O)O[C@H]1CCCCC1=O" e_above_lowest_kcal_mol=77.0 e_homo_ev=-9.144 gap_ha=0.352
C 0.12593 2.74621 0.48195 0.449 -0.053 -0.094
C 0.93732 2.76553 1.75056 0.809 -0.167 0.326
C 1.79901 3.85706 1.95566 1.150 0.531 1.486
C 2.38419 4.10108 3.25609 -1.577 -0.820 -0.861
C 2.19176 3.17442 4.33714 -0.175 1.822 -2.484
C 1.53272 1.99666 4.02298 -0.209 -0.080 -0.311
C 0.85539 1.77283 2.75580 1.923 1.710 1.586
C -0.00837 0.60456 2.71756 -2.426 -0.932 0.707
O -0.59713 0.18929 3.71237 0.896 0.359 0.204
N -0.39795 0.05884 1.52094 1.392 -0.476 -1.512
C -1.05935 -1.21157 1.52861 -2.070 -1.943 1.453
C -0.46585 -2.26149 0.54045 -0.328 -2.226 4.291
O -0.15898 -3.38973 0.97090 -0.371 2.837 -2.306
O -0.46651 -1.79109 -0.68147 -0.304 1.840 1.172
C 0.18149 -2.39029 -1.71718 2.269 -2.757 -1.702
C -0.76726 -3.35188 -2.36248 -1.681 -0.382 0.137
C -1.94262 -2.63385 -3.01215 -1.587 -0.852 -2.133
C -1.48872 -1.62469 -4.12925 -1.810 -0.335 1.157
C -0.57427 -0.58880 -3.42111 1.462 -2.212 -3.917
C 0.57264 -1.26092 -2.64655 0.734 2.673 -0.211
O 1.67235 -0.71395 -2.65087 -1.340 -1.532 0.192
H 0.23264 1.78685 -0.03760 -0.107 0.583 -0.175
H 0.46522 3.57592 -0.16818 -0.393 -0.516 0.268
H -0.92123 2.86798 0.76605 -0.045 0.036 -0.331
H 2.06110 4.55537 1.10711 -0.679 -0.748 1.143
H 2.81320 5.08825 3.41810 0.305 -0.360 0.034
H 2.45485 3.52445 5.33722 0.209 -0.743 -0.242
H 1.57152 1.27507 4.84021 -0.771 -0.266 -0.577
H 0.25874 0.08828 0.73946 -0.207 0.502 0.475
H -2.17035 -1.13720 1.29171 1.181 0.192 -0.116
H -1.11780 -1.64871 2.60560 0.665 0.679 -1.995
H 1.09547 -2.99297 -1.44549 -0.710 0.987 0.323
H -1.15401 -4.06707 -1.61466 0.277 0.416 -0.024
H -0.28177 -3.97413 -3.07207 0.732 -0.398 -0.885
H -2.66136 -2.28250 -2.27855 0.362 0.966 0.301
H -2.63792 -3.33794 -3.53408 0.869 -0.170 0.306
H -0.85610 -2.19716 -4.82549 -0.079 0.164 0.202
H -2.38781 -1.25100 -4.82310 1.939 -0.347 1.932
H -0.14734 -0.14227 -4.32482 0.800 0.486 0.501
H -0.94283 0.22053 -2.91137 -1.554 1.533 1.682


[2]
9
Properties=species:S:1:pos:R:3:forces:R:3 method="wB97M-V/def2-TZVPD" e_tot_ev=-22029.526 lumo_energy_ev=-0.56 e_above_lowest_kcal_mol=130.6 e_homo_ev=-9.554 gap_ha=0.330
N -1.92628 -0.32556 -0.16380 -1.048 -1.066 1.096
N -1.52590 0.63652 0.56116 0.655 1.186 -0.665
O -1.12717 -1.35542 -0.16056 -0.655 1.418 -0.924
O 0.96091 -0.77494 -1.37076 1.480 -1.684 -1.384
O 1.05554 1.09289 1.63096 -2.016 -0.003 0.689
O 0.74967 0.40587 -0.64057 -1.597 -0.822 0.530
S 0.05978 0.06908 0.87124 1.881 -2.445 0.304
H 0.15821 -1.28954 -1.73630 0.411 2.152 1.494
H 1.59524 1.54109 1.00863 0.889 1.263 -1.141


[3]
48
Properties=species:S:1:pos:R:3:forces:R:3 method="wB97M-V/def2-TZVPD" total_charge=+2 e_tot_ev=-84359.498 lumo_energy_ev="-9.45 / -9.46" e_homo_ev="-15.636 / -15.635" gap_ha="0.227 / 0.227"
V -0.12600 0.32313 0.65662 1.556 1.064 -2.178
C 4.37639 4.73289 1.36168 -0.206 -0.043 -0.056
Si 3.37128 4.33249 -0.15837 0.401 0.097 -0.050
C 4.38708 4.58922 -1.69862 -0.245 -0.074 0.069
C 1.72245 5.19627 -0.18229 -0.039 -0.134 -0.026
C 3.09236 2.42123 -0.02359 -0.241 0.184 0.031
C 4.19170 1.55838 0.09992 0.006 0.020 -0.035
C 4.07358 0.17608 0.25942 0.044 0.060 -0.010
C 2.81872 -0.37233 0.35684 -0.013 0.045 -0.006
N 1.75342 0.44383 0.27208 1.069 0.015 0.031
C 1.87533 1.76848 0.01926 0.213 -0.320 -0.070
S 0.21951 2.30603 -0.34405 -0.265 -0.508 0.015
H 4.61435 5.79880 1.36614 0.020 -0.011 0.012
H 5.32110 4.18592 1.36954 0.010 0.025 0.026
H 3.83700 4.50806 2.28406 0.038 0.016 0.004
H 4.62496 5.64793 -1.81720 0.015 -0.007 -0.003
H 3.85314 4.26173 -2.59289 0.059 0.022 -0.022
H 5.32987 4.04230 -1.63645 0.014 0.022 -0.044
H 1.89000 6.27538 -0.20640 0.023 -0.003 0.004
H 1.12839 4.98493 0.71022 0.006 0.033 -0.004
H 1.13134 4.95012 -1.06786 0.009 0.050 -0.002
H 5.18795 1.98339 0.03726 -0.004 -0.022 0.048
H 4.94727 -0.45711 0.31769 -0.004 0.004 0.009
H 2.62712 -1.42680 0.50266 -0.030 -0.005 0.003
C -3.78459 -3.86483 5.64321 0.020 -0.014 -0.006
C -3.39441 -2.77794 4.69357 -0.023 0.001 0.001
C -4.36250 -1.99492 4.05743 -0.006 -0.033 0.013
C -4.00565 -0.96646 3.20980 -0.058 0.071 -0.020
C -2.64554 -0.73970 2.99414 0.204 0.256 -0.092
C -1.64486 -1.50896 3.60073 -0.082 -0.105 -0.014
C -2.03709 -2.52049 4.44649 0.009 -0.015 -0.005
S -2.22682 0.55385 1.94501 -1.474 -0.403 0.236
O -0.74611 0.92212 2.21027 -0.570 0.018 1.526
O -3.11522 1.64411 1.90901 -0.018 -0.008 0.129
N -1.89410 -0.03398 0.42818 -0.101 0.463 0.349
C -2.31982 -1.24304 -0.21352 0.518 -0.697 -0.137
C -1.01769 -2.14346 -0.10257 -1.846 0.104 0.154
O -1.05052 -3.31096 0.01060 0.634 -0.049 -0.153
O 0.04411 -1.29990 -0.07001 0.577 -0.522 0.113
H -4.86291 -3.98967 5.69695 0.003 0.001 -0.005
H -3.41199 -3.63679 6.64390 -0.010 0.013 -0.004
H -3.33414 -4.81317 5.34594 -0.009 0.008 -0.013
H -5.41104 -2.18690 4.24242 0.006 0.006 0.008
H -4.75483 -0.34178 2.73895 -0.003 -0.011 0.040
H -0.59418 -1.30743 3.44370 0.014 0.020 0.027
H -1.28540 -3.11953 4.94462 -0.003 0.008 -0.009
H -2.49597 -1.09815 -1.27926 -0.155 0.226 0.033
H -3.16022 -1.75388 0.24940 -0.064 0.132 0.084


[4]
75
Properties=species:S:1:pos:R:3:forces:R:3 method="wB97M-V/def2-TZVPD" total_charge=+1 e_tot_ev=-328539.770 lumo_energy_ev=-4.26 e_homo_ev=-11.312 gap_ha=0.259
C 7.30430 -2.69971 1.73335 -0.393 0.063 -0.264
C 6.65597 -1.43541 1.11514 0.529 -0.359 0.697
C 5.32549 -1.06949 1.79170 -0.176 0.379 -0.503
C 4.26205 -0.53721 0.81817 0.547 -0.506 -0.377
O 3.87975 0.75710 1.27948 -0.171 -0.030 0.064
O 2.52965 0.98498 0.85032 -0.340 0.158 0.431
C 2.36548 2.30250 0.62095 0.885 0.588 -0.604
O 3.24698 3.08600 0.42846 -0.254 -0.237 0.023
C 0.92542 2.76023 0.58005 -0.390 -0.322 0.279
C -0.01510 2.16433 -0.27335 0.364 -0.063 0.192
C 0.35486 1.00310 -1.15958 -0.354 -0.072 -0.222
C -0.76821 0.07037 -1.64530 0.150 -0.480 0.010
C -0.77031 -1.24914 -0.87196 -0.633 0.348 -0.134
N -1.47410 -1.09879 0.41918 0.233 -0.551 -0.139
C -2.87611 -1.59820 0.33274 0.112 0.412 0.235
C -3.84147 -0.82295 1.18999 -0.061 0.116 0.189
C -4.24401 0.46691 0.85843 -0.097 0.062 -0.066
C -5.14018 1.17309 1.64322 -0.022 0.099 0.142
C -5.65623 0.60665 2.80300 0.309 -0.007 -0.217
C -5.25496 -0.66768 3.15918 -0.286 0.200 0.078
C -4.37159 -1.37205 2.35433 0.201 -0.158 0.193
O -4.02054 -2.66386 2.71149 0.177 0.070 -0.119
C -1.27832 2.70358 -0.27787 0.092 -0.271 0.372
N -1.62174 3.74878 0.50169 -0.010 -0.049 0.457
S -3.24601 4.33846 0.30881 -0.297 0.187 -0.464
C -0.73314 4.31084 1.36395 0.074 0.048 -0.176
Br -1.30687 5.71689 2.42108 -0.102 0.037 0.102
C 0.56978 3.82556 1.42366 -0.066 -0.219 0.113
S 1.71100 4.58148 2.55834 0.193 0.205 0.016
H 7.36116 -3.48935 0.98717 0.182 -0.116 0.066
H 6.70028 -3.08169 2.55483 0.012 -0.029 0.073
H 8.29527 -2.49929 2.12945 0.105 -0.057 -0.087
H 7.37313 -0.63215 1.27777 -0.174 0.273 -0.232
H 6.55883 -1.55247 0.03790 -0.156 -0.047 -0.037
H 5.52237 -0.27520 2.51078 -0.135 -0.108 0.238
H 4.89770 -1.92034 2.31592 0.104 -0.035 0.150
H 4.69866 -0.48520 -0.18214 -0.142 0.368 -0.092
H 3.40071 -1.19930 0.74289 -0.184 0.121 0.289
H 0.90529 1.38406 -2.02410 -0.015 0.220 0.018
H 1.05696 0.38623 -0.61040 0.098 0.027 -0.004
H -0.62452 -0.17491 -2.69795 0.119 0.199 -0.069
H -1.77529 0.48114 -1.57463 -0.005 0.189 -0.022
H 0.25329 -1.59262 -0.72345 0.042 0.004 0.134
H -1.26627 -2.00907 -1.47752 0.072 -0.025 -0.128
H -1.01503 -1.74769 1.04844 0.086 0.309 0.278
H -3.20653 -1.51898 -0.70297 -0.008 -0.152 -0.057
H -2.90233 -2.63207 0.66808 -0.201 -0.157 -0.335
H -3.87091 0.92071 -0.05288 0.055 -0.016 -0.061
H -5.45095 2.17073 1.36874 -0.037 0.052 -0.170
H -6.35589 1.15883 3.41292 -0.042 -0.023 0.063
H -5.65222 -1.11348 4.06040 0.060 -0.196 -0.012
H -3.47854 -2.62965 3.50605 -0.119 -0.086 0.105
H -2.05750 2.32567 -0.90975 -0.170 -0.128 0.137
H -3.68552 4.11478 1.55811 0.242 -0.153 0.083
H 1.64375 3.64036 3.51121 -0.113 -0.137 -0.072
C -0.40880 -5.73135 -1.63527 0.026 -0.060 0.011
Cl -1.19951 -7.26756 -1.31501 -0.092 0.205 0.297
Cl -1.05032 -4.48899 -0.54318 -0.022 -0.197 0.087
Cl 1.32936 -5.89161 -1.37875 0.015 0.011 -0.004
Cl -0.71571 -5.23774 -3.30516 -0.007 0.018 -0.007
C -1.48105 3.63472 -4.47118 -0.040 0.060 -0.098
Cl -1.21449 3.93397 -2.72587 0.119 0.314 -0.593
Cl -0.40314 2.34060 -4.98830 0.014 -0.018 0.024
Cl -3.15742 3.15222 -4.70672 0.000 -0.013 0.016
Cl -1.13705 5.10194 -5.36943 -0.002 -0.013 0.034
C -0.14635 -10.36881 -4.42742 0.019 -0.011 -0.047
Cl -1.64677 -11.29393 -4.34910 -0.006 0.000 0.003
Cl 0.99857 -10.99778 -3.23904 0.006 0.000 0.010
Cl 0.54768 -10.50300 -6.04441 0.000 0.005 0.006
Cl -0.48651 -8.67110 -4.06424 0.066 -0.173 -0.283
C 0.06691 8.98084 0.55730 -0.004 0.016 0.021
Cl 0.71156 10.42548 -0.20658 0.002 -0.023 0.002
Cl 0.03451 9.19699 2.31133 0.004 -0.004 -0.017
Cl -1.57452 8.67850 -0.02930 -0.010 -0.022 -0.008
Cl 1.09529 7.59119 0.15684 0.022 -0.037 -0.020


[5]
74
Properties=species:S:1:pos:R:3:forces:R:3 method="wB97M-V/def2-TZVPD" total_charge=-2 e_tot_ev=-55890.944 lumo_energy_ev=3.79 e_above_lowest_kcal_mol=3.9 e_homo_ev=-1.648 gap_ha=0.200
Cs -0.38284 -0.91830 0.47693 0.124 -0.141 0.548
C -1.04107 0.77631 3.78199 -0.036 0.088 -0.141
C 0.19941 1.59348 3.62102 0.000 -0.007 -0.023
C 0.20169 2.96135 3.90422 0.008 0.004 -0.015
C 1.32519 3.70499 3.61254 0.017 -0.011 -0.001
C 2.42641 3.07041 3.05664 -0.016 0.009 0.000
C 2.34636 1.70470 2.82285 -0.016 -0.011 -0.018
N 1.26258 0.98239 3.10288 -0.028 0.025 0.002
C 3.49043 0.97322 2.20658 0.000 -0.008 0.005
C 4.80497 1.33461 2.49788 0.018 -0.007 -0.006
C 5.83423 0.64008 1.88799 -0.005 0.003 0.000
C 5.52355 -0.38228 1.01007 -0.003 0.009 0.006
C 4.18086 -0.68061 0.78214 0.006 0.001 0.010
N 3.19000 -0.01977 1.37434 0.002 -0.001 -0.013
C 3.79416 -1.76595 -0.16257 -0.023 0.001 0.007
C 4.47256 -1.92813 -1.35930 0.002 -0.012 -0.012
C 4.04481 -2.92848 -2.22398 0.004 0.015 0.008
C 2.97335 -3.70903 -1.85838 0.030 0.001 0.011
C 2.34749 -3.47799 -0.62965 -0.030 -0.013 -0.017
C 1.11529 -4.24040 -0.25719 0.048 0.048 -0.135
N 2.76232 -2.52954 0.20315 -0.022 -0.002 -0.047
H -1.67895 1.13651 4.58847 0.022 -0.009 0.026
H -0.81165 -0.27741 3.92640 0.019 0.004 0.028
H -1.58488 0.90102 2.83994 -0.159 -0.084 0.035
H -0.68871 3.42678 4.30603 -0.005 -0.011 -0.002
H 1.33898 4.77412 3.78721 -0.001 -0.001 0.002
H 3.30608 3.62924 2.76762 0.002 -0.002 0.000
H 5.00883 2.12754 3.20453 -0.007 0.002 0.002
H 6.86729 0.88477 2.10510 0.000 0.000 0.001
H 6.29779 -0.96125 0.52486 -0.002 -0.002 -0.003
H 5.28055 -1.26069 -1.62887 0.000 0.003 0.003
H 4.52564 -3.06474 -3.18528 -0.001 -0.002 -0.001
H 2.57312 -4.46088 -2.52541 -0.002 -0.005 0.008
H 1.19184 -5.28704 -0.55659 -0.014 -0.013 0.043
H 0.30528 -3.78478 -0.83534 -0.066 -0.074 0.033
H 0.90351 -4.17119 0.80733 -0.001 -0.015 0.006
C -1.80621 -4.01094 -4.41862 -0.002 -0.006 -0.009
O -0.91002 -3.22689 -3.68642 -0.007 0.013 0.017
C -1.15983 -1.86721 -3.65865 -0.017 -0.016 -0.012
C -2.14680 -1.25397 -4.39347 0.000 0.007 0.007
C -2.34412 0.13423 -4.29822 0.000 0.004 0.005
C -1.54248 0.87847 -3.46098 -0.015 0.017 0.003
C -0.52238 0.27746 -2.71160 0.052 -0.006 -0.051
C 0.44509 1.04176 -1.89515 -0.060 0.002 -0.038
N 0.31505 2.11825 -1.22011 0.095 -0.002 -0.005
N -0.90283 2.78262 -1.24655 -0.050 0.028 -0.007
C -1.67630 2.52266 -0.22882 0.117 -0.040 -0.019
O -1.49018 1.67611 0.70386 -0.104 0.141 0.038
C -2.95426 3.32629 -0.20554 -0.004 0.024 0.017
C -3.96164 2.96800 0.68422 -0.009 0.014 0.009
C -5.15463 3.67876 0.73026 0.005 0.000 0.000
C -5.35397 4.76501 -0.11035 -0.006 -0.002 0.006
C -4.34981 5.13146 -1.00075 0.006 0.002 0.001
C -3.16229 4.41743 -1.04858 -0.013 -0.009 -0.008
C -0.29694 -1.13228 -2.77277 0.069 0.033 -0.102
O 0.58597 -1.72941 -2.06644 0.046 -0.035 -0.184
H -1.50510 -5.04825 -4.27274 0.004 0.000 -0.001
H -1.77723 -3.78021 -5.49194 0.000 0.004 0.001
H -2.83796 -3.88608 -4.06871 0.000 -0.001 0.003
H -2.79352 -1.83327 -5.04112 0.000 -0.004 0.002
H -3.13911 0.60474 -4.86377 0.000 -0.002 -0.003
H -1.69250 1.94478 -3.35925 0.005 0.001 0.008
H 1.42349 0.56812 -1.81227 0.021 0.051 -0.062
H -3.78878 2.11715 1.33062 0.010 0.000 -0.008
H -5.93247 3.37668 1.42222 -0.003 0.003 0.001
H -6.28508 5.31995 -0.07657 0.001 0.001 -0.001
H -4.49655 5.97830 -1.66286 -0.002 0.000 0.001
H -2.37264 4.68192 -1.73952 0.001 -0.001 0.002
O -0.26068 -5.13301 3.00616 0.104 -0.085 -0.045
N -1.32630 -4.62317 3.17981 -0.066 0.273 -0.075
O -1.46020 -3.47168 2.53396 0.379 -0.244 0.135
N -3.78143 -2.64020 3.07384 -0.111 0.096 0.117
C -4.86733 -2.33835 3.37256 0.038 -0.022 -0.002
H -2.42449 -3.10832 2.79814 -0.352 -0.021 -0.090


[6]
8
Properties=species:S:1:pos:R:3:forces:R:3 method="wB97M-V/def2-TZVPD" e_tot_ev=-15154.030 lumo_energy_ev=0.13 smiles="[H][H].O=CPF" e_above_lowest_kcal_mol=59.8 e_homo_ev=-9.810 gap_ha=0.365
H 1.39218 -0.50690 2.34851 -0.612 0.308 0.219
H 0.76342 -0.17789 2.62853 0.588 -0.294 -0.214
O 1.05989 -1.15872 -0.51359 1.596 -1.070 1.454
C 0.24855 -0.44627 -0.97507 -1.649 -0.485 -3.408
P -0.41461 1.07651 -0.26431 -1.359 1.601 -0.778
F -1.41254 1.49451 -1.54617 1.164 -0.309 0.923
H -0.16065 -0.70688 -2.05075 0.267 0.629 1.307
H -1.47623 0.42564 0.37285 0.004 -0.380 0.497


| no. | strongest force on any atom (hartree/bohr) |
| --- | --- |
| 1 | 0.094 |
| 2 | 0.060 |
| 3 | 0.056 |
| 4 | 0.024 |
| 5 | 0.011 |
| 6 | 0.074 |